Record 1
142
Properties=species:S:1:pos:R:3:lowdin_charge:R:1 method="wB97M-V/def2-TZVPD" orbital_gap_ev="3.921 / 3.923" total_energy_ha=-10991.87558 multiplicity=1 charge=+2 relative_energy_ev=3.572 lumo_energy_ev="-7.469 / -7.467"
Rh -0.077 -0.479 0.242 0.856
Se 2.461 -6.090 1.755 0.292
P 3.807 -4.500 2.222 0.558
C 5.539 -4.771 1.766 -0.348
C 6.278 -3.861 1.024 -0.084
C 7.634 -4.082 0.856 -0.068
C 8.239 -5.192 1.422 -0.061
C 7.492 -6.094 2.165 -0.058
C 6.139 -5.886 2.341 -0.086
C 3.940 -4.193 4.012 -0.348
C 4.720 -3.122 4.435 -0.092
C 4.881 -2.883 5.786 -0.062
C 4.318 -3.748 6.712 -0.061
C 3.590 -4.847 6.286 -0.078
C 3.386 -5.066 4.936 -0.108
C 3.187 -3.048 1.394 -0.432
C 2.229 -2.091 1.744 -0.418
N 1.945 -1.440 0.586 -0.099
N 2.636 -1.979 -0.379 -0.023
N 3.382 -2.941 0.068 0.045
P 1.427 -1.525 3.233 0.745
Se -0.450 -0.565 2.683 0.593
C 1.011 -2.890 4.349 -0.358
C 1.243 -2.796 5.716 -0.082
C 0.752 -3.778 6.560 -0.067
C 0.028 -4.841 6.045 -0.045
C -0.209 -4.929 4.682 -0.054
C 0.282 -3.957 3.832 -0.123
C 2.521 -0.379 4.114 -0.354
C 3.846 -0.200 3.734 -0.097
C 4.674 0.605 4.498 -0.057
C 4.177 1.247 5.622 -0.045
C 2.839 1.115 5.966 -0.049
C 2.007 0.306 5.213 -0.109
H 5.791 -3.005 0.580 0.087
H 8.217 -3.376 0.288 0.108
H 9.295 -5.358 1.285 0.111
H 7.963 -6.949 2.619 0.112
H 5.537 -6.571 2.924 0.106
H 5.214 -2.499 3.702 0.101
H 5.464 -2.036 6.115 0.110
H 4.468 -3.575 7.766 0.114
H 3.188 -5.541 7.006 0.117
H 2.797 -5.907 4.594 0.071
H 1.820 -1.972 6.115 0.101
H 0.932 -3.700 7.624 0.122
H -0.349 -5.605 6.706 0.118
H -0.789 -5.747 4.290 0.116
H 0.107 -4.024 2.769 0.069
H 4.230 -0.683 2.847 0.101
H 5.711 0.734 4.223 0.119
H 4.828 1.860 6.227 0.118
H 2.446 1.641 6.823 0.117
H 0.961 0.202 5.467 0.108
C 1.803 -6.822 -12.023 -0.059
O 1.457 -5.502 -11.659 -0.059
C 1.284 -5.170 -10.379 -0.266
C 1.450 -6.030 -9.282 -0.003
C 1.281 -5.557 -7.999 -0.023
C 0.941 -4.221 -7.763 -0.166
C 0.759 -3.365 -8.865 -0.012
C 0.910 -3.831 -10.144 0.022
C 0.792 -3.669 -6.441 -0.238
N 0.839 -2.374 -6.202 0.194
C 0.635 -2.226 -4.879 -0.166
C 0.437 -3.477 -4.274 -0.118
N 0.560 -4.382 -5.288 0.200
C 0.138 -3.610 -2.895 -0.048
C -0.041 -4.828 -2.222 0.048
C -0.395 -4.821 -0.894 -0.013
C -0.589 -3.596 -0.258 -0.099
N -0.374 -2.441 -0.857 0.053
C 0.013 -2.408 -2.143 -0.137
C 0.323 -1.126 -2.738 -0.139
N 0.349 -0.032 -1.953 0.047
C 0.714 1.126 -2.469 -0.148
C 1.039 1.301 -3.816 -0.008
C 0.991 0.212 -4.651 0.052
C 0.640 -1.030 -4.113 -0.054
H 1.812 -6.828 -13.112 0.100
H 1.062 -7.539 -11.658 0.099
H 2.794 -7.099 -11.651 0.101
H 1.735 -7.061 -9.430 0.109
H 1.446 -6.229 -7.169 0.109
H 0.486 -2.338 -8.679 0.112
H 0.762 -3.183 -10.994 0.126
H 0.466 -5.381 -5.218 0.162
H 0.101 -5.763 -2.738 0.128
H -0.522 -5.739 -0.341 0.116
H -0.944 -3.565 0.768 0.111
H 0.778 1.969 -1.789 0.067
H 1.350 2.272 -4.170 0.118
H 1.247 0.270 -5.697 0.132
C -3.710 4.906 -5.501 -0.068
C -4.563 4.339 -4.568 -0.064
C -4.050 3.726 -3.438 -0.116
C -2.675 3.652 -3.248 -0.394
C -1.825 4.202 -4.196 -0.123
C -2.341 4.833 -5.317 -0.075
As -1.942 2.936 -1.572 1.367
C -3.132 3.973 -0.432 -0.408
C -4.382 3.526 -0.028 -0.141
C -5.229 4.372 0.669 -0.068
C -4.820 5.656 0.994 -0.065
C -3.570 6.108 0.597 -0.071
C -2.733 5.268 -0.114 -0.131
C -2.687 1.139 -1.485 -0.386
C -3.287 0.534 -2.579 -0.074
C -3.726 -0.779 -2.507 -0.033
C -3.569 -1.506 -1.338 -0.067
C -2.999 -0.906 -0.225 -0.106
C -2.533 0.406 -0.302 -0.201
H -4.112 5.416 -6.364 0.112
H -5.632 4.388 -4.714 0.111
H -4.730 3.313 -2.702 0.099
H -0.752 4.142 -4.049 0.085
H -1.673 5.278 -6.037 0.108
H -4.699 2.519 -0.279 0.103
H -6.213 4.030 0.958 0.112
H -5.472 6.306 1.559 0.111
H -3.250 7.110 0.838 0.111
H -1.760 5.620 -0.445 0.102
H -3.448 1.102 -3.486 0.104
H -4.214 -1.227 -3.360 0.120
H -3.915 -2.528 -1.287 0.114
H -2.964 -1.431 0.723 0.099
H -2.200 0.918 0.597 0.051
C -3.079 2.151 2.866 -0.057
C -1.825 2.978 2.651 -0.259
O -0.934 2.334 1.749 -0.308
C 0.219 3.110 1.468 -0.263
C 1.353 2.190 1.033 -0.047
H -3.682 2.621 3.638 0.093
H -2.823 1.141 3.181 0.039
H -3.667 2.094 1.954 0.049
H -1.308 3.122 3.609 0.127
H -2.097 3.963 2.249 0.114
H 0.516 3.675 2.362 0.132
H -0.028 3.834 0.670 0.098
H 1.927 1.841 1.892 0.076
H 2.021 2.688 0.335 0.094
H 0.906 1.302 0.526 -0.005



Record 2
174
Properties=species:S:1:pos:R:3:lowdin_charge:R:1 method="wB97M-V/def2-TZVPD" orbital_gap_ev=6.720 total_energy_ha=-5897.82307 multiplicity=1 charge=0 lumo_energy_ev=-1.824
C 2.615 -2.846 0.260 0.061
C 3.649 -2.358 1.018 -0.196
C 5.074 -2.932 0.918 -0.344
O 5.852 -2.689 1.829 0.111
C 5.341 -3.801 -0.147 0.059
C 4.299 -4.389 -0.863 -0.157
C 2.888 -3.775 -0.786 -0.315
O 2.123 -4.149 -1.674 0.102
O 4.561 -5.451 -1.627 0.133
O 3.558 -1.423 1.937 0.119
H 1.596 -2.431 0.357 0.137
H 6.321 -4.132 -0.159 0.116
H 3.811 -5.724 -2.155 0.121
H 4.444 -1.271 2.328 0.140
C 2.785 6.356 0.459 0.068
C 4.171 6.266 0.418 -0.204
C 4.798 5.104 -0.334 -0.329
O 6.008 5.079 -0.423 0.102
C 3.878 4.120 -0.912 0.048
C 2.491 4.235 -0.845 -0.286
C 1.868 5.384 -0.040 -0.300
O 0.653 5.517 -0.008 0.087
O 1.724 3.425 -1.420 0.121
O 5.046 7.142 0.874 0.122
H 2.429 7.273 0.861 0.117
H 4.269 3.449 -1.712 0.138
H 0.752 3.428 -1.112 0.079
H 5.930 6.866 0.535 0.133
C -2.663 -6.142 -4.964 0.059
C -1.789 -5.578 -4.072 -0.184
C -1.202 -4.162 -4.230 -0.325
O -0.184 -3.975 -3.633 0.130
C -1.913 -3.339 -5.188 0.059
C -2.957 -3.807 -5.883 -0.215
C -3.358 -5.316 -5.914 -0.326
O -4.211 -5.644 -6.713 0.101
O -3.617 -2.966 -6.707 0.094
O -1.379 -6.367 -3.043 0.091
H -2.837 -7.196 -4.715 0.144
H -1.721 -2.271 -5.095 0.137
H -4.221 -3.549 -7.217 0.128
H -0.788 -5.799 -2.520 0.089
C 3.323 2.843 -4.699 0.091
C 2.584 3.928 -4.326 -0.255
C 1.064 3.959 -4.433 -0.299
O 0.403 4.987 -4.241 0.090
C 0.435 2.695 -4.830 0.050
C 1.131 1.599 -5.213 -0.229
C 2.658 1.635 -5.279 -0.269
O 3.270 0.756 -5.912 0.074
O 0.602 0.419 -5.572 0.097
O 2.998 5.086 -3.903 0.121
H 4.343 2.805 -4.544 0.102
H -0.629 2.721 -5.097 0.142
H 1.432 -0.087 -5.816 0.131
H 2.306 5.759 -3.860 0.127
C -0.736 1.009 -1.710 0.082
C -0.967 -0.297 -1.626 -0.207
C -1.337 -0.859 -0.269 -0.324
O -1.298 -2.073 -0.175 0.068
C -1.737 -0.011 0.803 0.040
C -1.476 1.304 0.748 -0.338
C -0.947 1.824 -0.541 -0.260
O -0.633 3.012 -0.698 0.036
O -1.627 2.127 1.732 -0.067
O -0.921 -1.202 -2.597 0.097
H -0.544 1.521 -2.625 0.114
H -2.073 -0.369 1.749 0.097
H -1.950 3.595 1.401 0.118
H -0.863 -2.130 -2.293 0.103
C -5.808 -4.007 -3.973 0.063
C -5.127 -4.548 -2.891 -0.216
C -4.159 -3.797 -1.966 -0.289
O -3.652 -4.481 -1.062 0.067
C -3.873 -2.466 -2.358 0.042
C -4.459 -1.875 -3.435 -0.153
C -5.564 -2.643 -4.386 -0.320
O -6.081 -1.989 -5.241 0.113
O -4.313 -0.560 -3.617 0.123
O -5.221 -5.835 -2.651 0.113
H -6.270 -4.729 -4.613 0.126
H -3.211 -1.968 -1.664 0.107
H -4.925 -0.378 -4.346 0.115
H -4.559 -6.003 -1.921 0.140
C 6.090 -0.378 -1.118 0.059
C 6.517 -1.295 -2.030 -0.227
C 5.670 -1.818 -3.146 -0.335
O 6.101 -2.625 -3.905 0.144
C 4.310 -1.189 -3.228 0.089
C 3.890 -0.424 -2.205 -0.239
C 4.739 0.064 -1.047 -0.289
O 4.295 0.821 -0.146 0.074
O 2.687 0.151 -2.222 0.093
O 7.785 -1.703 -1.997 0.124
H 6.775 -0.268 -0.247 0.157
H 3.625 -1.461 -4.067 0.147
H 2.469 0.540 -1.345 0.100
H 8.006 -2.234 -2.762 0.118
C 2.971 1.996 4.100 0.070
C 2.907 2.096 2.747 -0.225
C 1.951 1.241 1.955 -0.216
O 1.780 1.518 0.708 0.059
C 1.256 0.245 2.741 0.054
C 1.348 0.140 4.080 -0.226
C 2.243 1.038 4.888 -0.303
O 2.314 0.806 6.116 0.084
O 0.690 -0.776 4.794 0.120
O 3.551 3.035 2.096 0.121
H 3.660 2.658 4.590 0.131
H 0.664 -0.472 2.195 0.114
H 0.683 -0.568 5.712 0.102
H 3.472 2.918 1.125 0.088
C 2.244 -5.930 2.276 0.091
C 1.755 -6.547 1.151 -0.182
C 0.535 -6.049 0.449 -0.290
O 0.141 -6.652 -0.545 0.089
C -0.133 -4.836 0.916 0.064
C 0.440 -4.133 1.897 -0.233
C 1.560 -4.750 2.790 -0.289
O 1.835 -4.166 3.832 0.107
O -0.001 -2.966 2.411 0.074
O 2.180 -7.694 0.523 0.065
H 3.107 -6.265 2.769 0.115
H -1.000 -4.448 0.433 0.110
H 0.550 -2.702 3.177 0.101
H 1.533 -7.778 -0.269 0.136
C -2.742 -2.289 4.453 0.092
C -2.421 -3.616 4.415 -0.217
C -2.604 -4.439 3.189 -0.289
O -2.060 -5.543 3.242 0.089
C -3.345 -3.875 2.030 0.094
C -3.589 -2.567 2.087 -0.299
C -3.358 -1.694 3.266 -0.261
O -3.854 -0.537 3.120 0.046
O -4.286 -1.973 1.185 0.120
O -1.778 -4.274 5.388 0.119
H -2.343 -1.699 5.233 0.113
H -3.555 -4.497 1.200 0.101
H -4.452 -1.040 1.439 0.122
H -1.514 -5.117 5.006 0.102
C -0.622 3.450 4.840 -0.048
C -2.082 3.456 5.215 -0.405
C -2.451 4.683 6.086 -0.173
O -1.938 4.620 7.428 -0.186
C -0.692 5.127 7.758 -0.143
N -2.884 3.551 3.986 0.043
H -0.033 3.582 5.773 0.064
H -0.296 4.154 4.082 0.081
H -0.331 2.407 4.479 0.090
H -2.372 2.561 5.781 0.146
H -3.513 4.672 6.258 0.108
H -2.286 5.705 5.639 0.141
H -0.680 6.234 7.648 0.092
H 0.156 4.784 7.167 0.059
H -0.449 4.904 8.820 0.100
H -3.853 3.553 4.272 0.077
H -2.747 2.761 3.379 0.044
C -3.177 6.737 0.500 -0.033
C -3.260 5.257 0.742 -0.392
C -3.463 4.621 -0.609 -0.215
O -3.645 3.236 -0.563 -0.178
C -4.879 2.950 0.166 -0.050
N -2.089 4.725 1.385 0.193
H -2.449 7.212 1.197 0.098
H -4.129 7.283 0.604 0.096
H -2.751 6.954 -0.484 0.088
H -4.133 5.045 1.273 0.114
H -2.593 4.808 -1.279 0.152
H -4.401 5.011 -0.976 0.125
H -4.715 3.137 1.252 0.092
H -5.173 1.861 0.048 0.107
H -5.686 3.448 -0.350 0.083
H -2.127 4.935 2.350 0.095
H -1.243 5.160 0.955 0.134



Record 3
148
Properties=species:S:1:pos:R:3:lowdin_charge:R:1 method="wB97M-V/def2-TZVPD" orbital_gap_ev=7.002 total_energy_ha=-4120.72839 multiplicity=1 charge=+1 lumo_energy_ev=-3.340
C 3.435 -4.547 2.121 -0.071
C 3.583 -3.104 1.654 -0.375
C 4.716 -2.361 2.394 -0.037
C 3.711 -2.936 0.110 -0.306
C 4.244 -4.196 -0.585 -0.050
C 2.325 -2.712 -0.475 -0.121
O 1.833 -1.396 -0.096 0.024
C 0.695 -1.293 0.556 -0.239
C 0.595 -0.276 1.530 0.060
C -0.568 -0.116 2.185 -0.015
N -1.622 -0.923 1.923 0.141
C -1.584 -1.907 1.002 -0.201
C -2.802 -2.747 0.745 -0.132
C -3.713 -3.008 1.953 -0.241
C -5.114 -3.384 1.487 -0.593
Cl -5.070 -4.866 0.500 0.606
C -0.425 -2.094 0.301 0.080
H 4.341 -5.132 1.961 0.076
H 3.258 -4.548 3.198 0.084
H 2.585 -5.058 1.665 0.078
H 2.648 -2.611 1.947 0.112
H 4.353 -1.371 2.668 0.078
H 5.612 -2.300 1.781 0.060
H 4.932 -2.871 3.334 0.070
H 4.359 -2.089 -0.115 0.140
H 5.117 -4.598 -0.076 0.082
H 3.479 -4.976 -0.606 0.085
H 4.485 -3.989 -1.628 0.089
H 2.369 -2.735 -1.564 0.142
H 1.664 -3.502 -0.116 0.124
H 1.441 0.360 1.743 0.143
H -0.716 0.647 2.933 0.147
H -2.483 -0.766 2.426 0.158
H -3.366 -2.314 -0.087 0.133
H -2.430 -3.709 0.396 0.115
H -3.305 -3.847 2.519 0.120
H -3.804 -2.153 2.626 0.104
H -5.790 -3.536 2.322 0.078
H -5.477 -2.585 0.848 0.045
H -0.388 -2.862 -0.458 0.143
F -6.557 -0.635 0.737 0.017
C -7.777 -0.711 1.342 -0.270
C -8.390 0.458 1.735 -0.012
C -9.627 0.381 2.358 -0.067
C -10.218 -0.855 2.583 -0.076
C -9.575 -2.018 2.182 -0.071
C -8.342 -1.954 1.548 -0.023
H -7.909 1.411 1.553 0.110
H -10.128 1.284 2.664 0.091
H -11.182 -0.911 3.069 0.107
H -10.035 -2.982 2.359 0.110
H -7.836 -2.849 1.216 0.101
F -3.567 2.011 -4.524 0.061
C -3.774 1.687 -3.235 -0.274
C -4.917 2.144 -2.609 0.004
C -5.127 1.807 -1.281 -0.069
C -4.198 1.031 -0.601 -0.105
C -3.056 0.588 -1.255 -0.091
C -2.835 0.911 -2.586 -0.007
H -5.624 2.751 -3.158 0.125
H -6.019 2.151 -0.777 0.107
H -4.371 0.772 0.436 0.086
H -2.323 -0.014 -0.730 0.075
H -1.955 0.574 -3.117 0.120
F 7.982 -6.512 1.332 0.052
C 7.684 -6.498 2.649 -0.287
C 7.465 -5.282 3.263 -0.028
C 7.156 -5.260 4.615 -0.085
C 7.078 -6.448 5.330 -0.093
C 7.305 -7.659 4.688 -0.077
C 7.609 -7.692 3.335 -0.011
H 7.537 -4.371 2.683 0.096
H 6.979 -4.314 5.110 0.104
H 6.842 -6.430 6.385 0.102
H 7.249 -8.584 5.245 0.107
H 7.786 -8.624 2.816 0.120
F -10.379 3.309 1.706 0.037
C -10.241 4.430 2.455 -0.281
C -9.063 4.626 3.145 -0.024
C -8.926 5.777 3.909 -0.083
C -9.961 6.700 3.974 -0.086
C -11.137 6.473 3.272 -0.067
C -11.284 5.331 2.500 -0.005
H -8.272 3.891 3.083 0.108
H -8.008 5.952 4.453 0.105
H -9.850 7.594 4.572 0.105
H -11.942 7.191 3.321 0.083
H -12.189 5.139 1.938 0.122
F 7.206 -1.111 0.285 0.037
C 7.846 -1.852 -0.653 -0.281
C 7.948 -1.358 -1.937 -0.016
C 8.602 -2.130 -2.889 -0.077
C 9.130 -3.369 -2.551 -0.076
C 9.009 -3.843 -1.252 -0.083
C 8.367 -3.077 -0.290 -0.022
H 7.523 -0.396 -2.177 0.105
H 8.695 -1.758 -3.900 0.098
H 9.636 -3.966 -3.298 0.107
H 9.415 -4.809 -0.986 0.092
H 8.269 -3.425 0.730 0.095
F -4.442 7.044 -6.098 0.055
C -4.145 6.011 -6.913 -0.287
C -4.045 6.238 -8.271 -0.016
C -3.736 5.171 -9.101 -0.082
C -3.538 3.903 -8.569 -0.094
C -3.648 3.701 -7.200 -0.086
C -3.950 4.762 -6.359 -0.019
H -4.208 7.233 -8.663 0.118
H -3.649 5.331 -10.167 0.105
H -3.300 3.074 -9.222 0.101
H -3.498 2.716 -6.784 0.087
H -4.032 4.629 -5.289 0.106
F 11.724 -5.845 -1.283 0.047
C 12.420 -5.743 -0.129 -0.280
C 11.960 -4.892 0.856 -0.015
C 12.679 -4.797 2.039 -0.080
C 13.838 -5.540 2.217 -0.095
C 14.279 -6.386 1.209 -0.080
C 13.566 -6.496 0.023 -0.015
H 11.059 -4.317 0.695 0.097
H 12.331 -4.139 2.824 0.105
H 14.396 -5.459 3.140 0.102
H 15.183 -6.963 1.343 0.106
H 13.889 -7.152 -0.773 0.118
F -14.174 8.402 1.114 0.052
C -14.337 9.428 1.975 -0.287
C -14.673 10.672 1.480 -0.015
C -14.840 11.717 2.376 -0.080
C -14.665 11.512 3.738 -0.094
C -14.323 10.252 4.210 -0.081
C -14.160 9.197 3.323 -0.028
H -14.800 10.811 0.415 0.119
H -15.110 12.698 2.008 0.106
H -14.795 12.332 4.431 0.102
H -14.182 10.088 5.269 0.105
H -13.907 8.204 3.669 0.102
F 8.378 0.794 -4.001 0.036
C 9.277 1.501 -4.728 -0.278
C 10.561 1.011 -4.848 -0.016
C 11.477 1.736 -5.596 -0.078
C 11.102 2.928 -6.200 -0.092
C 9.804 3.398 -6.059 -0.080
C 8.875 2.681 -5.318 -0.018
H 10.832 0.083 -4.362 0.115
H 12.488 1.367 -5.706 0.107
H 11.821 3.490 -6.780 0.103
H 9.510 4.329 -6.526 0.106
H 7.857 3.025 -5.199 0.117